{
  "formula": "C55H72Cl2N6O4SbSi3Sr",
  "method": "wB97M-V/def2-TZVPD",
  "e_tot_ev": -131397.246,
  "charge": -1,
  "fmax_ha_per_bohr": 0.073,
  "relative_energy_kcal_mol": 19.7,
  "orbital_gap_ev": 6.077,
  "species": ["Sr", "Cl", "C", "C", "C", "N", "C", "O", "C", "C", "C", "C", "C", "N", "C", "C", "C", "Cl", "N", "C", "O", "C", "C", "C", "C", "C", "N", "H", "H", "H", "H", "H", "H", "H", "H", "H", "H", "C", "C", "C", "C", "C", "C", "C", "N", "C", "C", "C", "C", "C", "C", "C", "N", "C", "C", "C", "C", "H", "H", "H", "H", "H", "H", "H", "H", "H", "H", "H", "H", "H", "H", "H", "H", "H", "H", "H", "H", "H", "H", "H", "H", "C", "Si", "C", "C", "Sb", "Si", "C", "C", "C", "Si", "C", "C", "C", "H", "H", "H", "H", "H", "H", "H", "H", "H", "H", "H", "H", "H", "H", "H", "H", "H", "H", "H", "H", "H", "H", "H", "H", "H", "H", "H", "C", "C", "C", "C", "C", "C", "C", "C", "C", "C", "O", "O", "H", "H", "H", "H", "H", "H", "H", "H", "H", "H", "H"],
  "positions_angstrom": [[0.71167, 0.97534, -1.57945], [-1.82807, 4.83942, -6.66577], [-1.15719, 4.42378, -5.11021], [-0.24962, 3.37863, -5.03832], [0.30264, 2.98757, -3.81145], [1.19088, 1.91873, -3.62123], [1.67428, 1.15898, -4.60466], [1.54254, 1.26055, -5.83332], [2.50601, -0.01514, -4.07693], [2.89139, -0.99639, -4.98303], [3.54279, -2.12461, -4.52357], [3.82316, -2.22791, -3.17014], [3.44392, -1.18824, -2.34132], [2.79453, -0.09614, -2.76696], [-0.05554, 3.71739, -2.64454], [-0.95433, 4.77037, -2.75028], [-1.51977, 5.11779, -3.96530], [-2.67434, 6.42434, -4.00875], [0.48398, 3.33107, -1.38484], [1.10892, 4.27444, -0.67866], [1.31141, 5.46749, -0.95444], [1.66630, 3.80164, 0.67110], [2.48956, 4.67992, 1.37548], [2.97010, 4.30651, 2.61818], [2.60296, 3.07229, 3.13726], [1.78100, 2.26543, 2.37564], [1.32363, 2.60531, 1.16668], [0.03650, 2.84927, -5.93308], [2.64429, -0.84452, -6.02468], [3.81807, -2.91781, -5.20937], [4.31489, -3.10110, -2.75994], [3.66070, -1.22011, -1.28521], [-1.21492, 5.33279, -1.86454], [2.71092, 5.63575, 0.91998], [3.61128, 4.97467, 3.18253], [2.93172, 2.74773, 4.11779], [1.45152, 1.29654, 2.75097], [5.49502, 1.29087, 4.99072], [4.70299, 0.02290, 4.66348], [3.53428, -0.08754, 5.65329], [5.62556, -1.19530, 4.81746], [4.16237, 0.04974, 3.23569], [4.54648, 0.99797, 2.29863], [3.96385, 0.98765, 1.03997], [3.06242, 0.08894, 0.65318], [2.73299, -0.86891, 1.52645], [3.24352, -0.91193, 2.81407], [1.78449, -1.92063, 1.03492], [2.03068, -3.26719, 1.25659], [1.14042, -4.22497, 0.76909], [0.03240, -3.75178, 0.07894], [-0.13336, -2.38809, -0.09579], [0.71846, -1.48297, 0.37404], [1.36105, -5.70928, 1.04567], [2.83753, -6.07996, 0.86324], [0.52484, -6.58617, 0.10853], [0.93947, -5.98543, 2.49878], [5.79286, 1.27252, 6.04243], [4.89412, 2.19069, 4.82330], [6.40504, 1.36617, 4.38907], [3.90353, 0.01370, 6.67762], [3.02347, -1.04961, 5.57799], [2.79554, 0.69908, 5.47407], [6.01199, -1.25051, 5.84070], [6.47427, -1.12448, 4.13216], [5.09119, -2.12459, 4.60197], [5.26531, 1.77215, 2.53496], [4.22377, 1.74857, 0.30779], [2.90359, -1.69197, 3.48745], [2.92786, -3.55417, 1.79279], [-0.71073, -4.42346, -0.32940], [-0.99338, -2.00210, -0.63368], [3.18906, -5.79702, -0.13287], [2.96195, -7.16028, 0.97739], [3.47899, -5.59566, 1.60208], [0.72670, -6.34974, -0.94087], [-0.54634, -6.46836, 0.28985], [0.77307, -7.63742, 0.27701], [1.53437, -5.39113, 3.19839], [1.07756, -7.04516, 2.73977], [-0.11351, -5.73124, 2.64804], [-3.85333, 3.82130, 2.83984], [-2.09960, 3.64997, 2.18744], [-1.83322, 5.12626, 1.07550], [-1.04516, 3.91636, 3.71591], [-1.63106, 1.43022, 0.95072], [-2.23612, -0.02911, 2.97785], [-2.31888, -1.82840, 2.42782], [-0.81072, 0.03559, 4.20543], [-3.79450, 0.24505, 3.98126], [-3.97118, 1.39802, -0.15048], [-4.24314, -0.30962, -0.86485], [-5.56596, 1.74552, 0.78855], [-3.85739, 2.72780, -1.45525], [-3.86204, 4.59050, 3.62361], [-4.23871, 2.89100, 3.26536], [-4.54153, 4.13369, 2.04942], [-1.89191, 6.04813, 1.66718], [-2.59830, 5.17247, 0.29165], [-0.85719, 5.10976, 0.57817], [-1.29434, 4.90366, 4.12284], [0.02940, 3.89795, 3.50186], [-1.25241, 3.16603, 4.48853], [-1.30935, -2.24507, 2.33715], [-2.80667, -1.93601, 1.45153], [-2.87657, -2.42875, 3.15641], [0.08605, -0.41160, 3.75348], [-1.05615, -0.52908, 5.11386], [-0.56103, 1.06295, 4.49577], [-4.68567, 0.28528, 3.34871], [-3.74853, 1.17731, 4.55594], [-3.91057, -0.58767, 4.68428], [-4.39513, -1.03715, -0.05633], [-3.38031, -0.62711, -1.45902], [-5.13099, -0.32360, -1.50941], [-5.57298, 1.33897, 1.80335], [-6.38899, 1.28150, 0.23110], [-5.76158, 2.81760, 0.85870], [-2.91711, 2.65695, -2.01471], [-3.87857, 3.71397, -0.97333], [-4.69113, 2.68160, -2.16699], [-4.73720, -3.70105, -6.04688], [-3.68104, -2.88262, -5.35009], [-2.51662, -3.45934, -4.87389], [-1.55662, -2.72810, -4.16956], [-0.29589, -3.46825, -3.76380], [-1.80446, -1.36971, -3.89698], [-2.92624, -0.74258, -4.48267], [-3.15462, 0.75138, -4.43813], [-3.84286, -1.51355, -5.18339], [-0.94231, -0.62518, -2.89736], [-1.44573, 0.35501, -2.25877], [0.22618, -1.03814, -2.66030], [-4.42943, -4.74166, -6.14574], [-4.94563, -3.30769, -7.04444], [-5.67356, -3.67586, -5.48524], [-2.33437, -4.51590, -5.05198], [-0.25775, -4.42423, -4.28922], [-0.25963, -3.65922, -2.68852], [0.59556, -2.89356, -3.99575], [-3.52593, 1.06465, -3.46536], [-3.87805, 1.03773, -5.20441], [-2.22819, 1.30447, -4.60748], [-4.71654, -1.02448, -5.60946]],
  "forces_ev_per_angstrom": [[1.43, -0.56, 3.44], [0.01, 0.00, 0.05], [-0.04, 0.02, 0.07], [-0.03, -0.05, 0.09], [0.25, -0.05, -0.10], [0.12, 0.62, -1.36], [-0.04, 0.45, 0.00], [0.04, -0.13, 0.12], [0.11, 0.06, 0.17], [-0.01, -0.01, -0.08], [-0.03, 0.03, -0.07], [0.00, -0.07, 0.00], [-0.15, 0.37, -0.23], [0.42, -0.46, -0.52], [0.21, 0.15, 0.14], [0.00, -0.08, 0.05], [0.01, -0.02, -0.09], [0.05, -0.05, -0.02], [-0.03, 1.49, -0.09], [-0.06, -0.11, -0.21], [-0.07, -0.13, 0.05], [-0.15, -0.13, 0.09], [0.03, 0.01, 0.01], [-0.01, 0.03, -0.02], [-0.19, 0.25, 0.13], [-0.52, 0.11, -0.16], [0.36, 0.19, -0.04], [0.01, -0.01, 0.00], [-0.04, -0.01, 0.03], [0.02, 0.02, 0.01], [0.03, 0.04, 0.01], [-0.02, 0.00, 0.17], [0.01, -0.01, -0.02], [-0.01, -0.04, 0.02], [-0.01, -0.01, -0.01], [-0.05, 0.03, -0.07], [0.07, 0.09, -0.07], [0.02, 0.03, 0.01], [0.01, -0.01, -0.04], [-0.04, 0.02, 0.01], [0.01, -0.01, 0.05], [0.07, -0.10, -0.02], [0.22, -0.13, -0.03], [0.02, -0.32, -0.23], [0.11, 0.02, 0.00], [0.00, -0.06, -0.19], [0.05, -0.05, 0.11], [0.10, 0.22, 0.17], [0.01, -0.08, 0.07], [0.03, 0.02, 0.08], [0.00, -0.10, 0.02], [0.05, 0.16, 0.08], [-0.16, 0.18, -0.38], [-0.05, 0.00, 0.02], [0.04, -0.01, -0.05], [0.00, -0.01, -0.02], [0.01, -0.03, 0.00], [0.00, 0.00, -0.07], [0.12, -0.10, 0.05], [-0.07, 0.01, 0.03], [-0.02, -0.02, -0.05], [0.01, 0.06, -0.01], [0.03, -0.04, 0.04], [-0.03, 0.00, -0.08], [-0.04, -0.02, 0.03], [0.03, 0.06, 0.02], [-0.09, -0.04, -0.02], [-0.04, -0.04, 0.06], [0.02, 0.05, -0.05], [-0.05, 0.00, -0.03], [0.04, 0.04, 0.00], [0.04, -0.02, 0.06], [-0.01, -0.03, 0.06], [0.00, 0.06, 0.01], [-0.03, -0.02, -0.04], [-0.03, -0.03, 0.09], [0.07, -0.01, -0.03], [-0.02, 0.05, -0.01], [-0.04, -0.05, -0.05], [-0.01, 0.09, -0.02], [0.06, -0.02, 0.00], [-0.28, -0.11, 0.02], [-0.05, 0.15, 0.05], [0.18, 0.05, -0.33], [0.36, -0.18, 0.12], [-0.84, 0.17, 0.52], [0.24, -0.27, -0.01], [-0.02, -0.16, -0.25], [0.27, 0.11, 0.08], [-0.25, 0.37, 0.04], [-0.02, -0.10, -0.17], [0.20, -0.32, -0.12], [-0.05, 0.07, 0.34], [0.18, 0.18, -0.18], [-0.01, -0.08, -0.11], [0.00, 0.15, -0.01], [0.06, -0.01, 0.10], [-0.04, -0.09, -0.04], [0.10, 0.01, 0.09], [-0.16, 0.07, 0.08], [0.01, -0.09, -0.02], [-0.17, 0.02, 0.06], [0.02, 0.13, -0.07], [-0.13, 0.04, 0.01], [0.05, -0.04, 0.15], [0.07, 0.05, -0.05], [-0.11, 0.07, 0.08], [0.04, 0.03, -0.09], [-0.01, -0.16, 0.00], [0.06, -0.05, 0.12], [-0.04, -0.14, -0.04], [0.04, 0.06, -0.04], [-0.05, 0.09, -0.11], [-0.16, 0.04, 0.07], [0.07, 0.01, 0.08], [-0.08, 0.04, -0.12], [0.09, 0.06, 0.04], [-0.03, -0.09, 0.00], [-0.15, 0.03, 0.03], [-0.02, -0.11, -0.09], [0.07, 0.02, 0.09], [0.05, 0.08, -0.01], [-0.01, -0.02, -0.02], [0.09, 0.00, 0.02], [0.03, -0.03, 0.01], [-0.17, 0.07, 0.05], [-0.07, 0.00, 0.06], [0.10, 0.13, 0.04], [0.08, -0.12, 0.10], [-0.05, 0.01, -0.02], [-0.24, -0.24, -0.11], [-0.58, -0.71, -0.77], [-0.84, -0.86, -0.78], [0.00, -0.01, -0.01], [0.01, -0.02, 0.02], [0.00, -0.01, -0.01], [-0.02, 0.04, 0.00], [-0.04, -0.03, 0.04], [0.00, 0.04, -0.05], [0.01, 0.01, -0.04], [-0.02, -0.01, -0.01], [0.04, -0.03, 0.02], [-0.06, -0.03, 0.01], [0.08, -0.03, 0.01]],
  "lowdin_charge": [1.377, 0.619, -0.685, -0.050, -0.208, -0.072, -0.486, 0.000, -0.196, -0.009, -0.073, -0.072, -0.138, 0.034, -0.229, -0.064, -0.684, 0.617, -0.070, -0.531, -0.005, -0.188, 0.002, -0.057, -0.099, -0.195, 0.066, 0.093, 0.113, 0.102, 0.094, 0.080, 0.100, 0.113, 0.104, 0.089, 0.098, -0.060, -0.554, -0.042, -0.042, -0.168, -0.023, -0.116, 0.119, -0.217, 0.024, -0.217, 0.038, -0.153, -0.003, -0.129, 0.129, -0.558, -0.053, -0.062, -0.041, 0.087, 0.073, 0.086, 0.086, 0.078, 0.084, 0.086, 0.090, 0.081, 0.111, 0.129, 0.118, 0.114, 0.109, 0.114, 0.094, 0.083, 0.073, 0.094, 0.081, 0.084, 0.083, 0.085, 0.089, -0.223, 0.289, -0.204, -0.217, 0.938, 0.269, -0.227, -0.237, -0.228, 0.303, -0.223, -0.218, -0.226, 0.033, -0.002, 0.016, 0.040, 0.020, 0.009, 0.033, 0.005, 0.015, 0.010, 0.010, 0.029, 0.010, 0.032, 0.004, 0.007, 0.020, 0.029, 0.018, 0.005, 0.037, -0.002, 0.031, 0.013, 0.016, 0.021, 0.042, -0.058, -0.274, -0.025, -0.169, -0.028, -0.028, -0.178, -0.015, -0.019, -0.608, -0.238, -0.188, 0.067, 0.077, 0.077, 0.106, 0.072, 0.061, 0.067, 0.046, 0.082, 0.085, 0.116]
}